Entry 1:
# C8H10Cl2N2

C8H10Cl2N2 in the gas phase in a non-equilibrium geometry (ωB97M-V with the def2-TZVPD basis set, the OMol25 dataset).

Structure (XYZ):
```
22
Properties=species:S:1:pos:R:3:nbo_charge:R:1
C 0.83970 1.78280 -0.56314 -0.60
C 0.86822 0.25748 -0.50156 -0.09
C 2.27966 -0.15800 -0.07361 -0.60
C 0.57859 -0.29703 -1.92908 -0.60
C -0.22551 -0.25551 0.48020 0.20
C -1.57394 -0.02643 0.20730 -0.22
C -2.55194 -0.55406 1.06166 -0.05
Cl -4.25244 -0.30849 0.69197 0.04
C -2.10396 -1.23249 2.19633 0.11
Cl -3.22584 -1.99606 3.29733 0.04
N -0.79558 -1.35185 2.48988 -0.19
N 0.12120 -0.91379 1.60919 -0.21
H 1.51970 2.16120 -1.33338 0.22
H -0.18433 2.19760 -0.73030 0.21
H 1.15160 2.23069 0.42377 0.22
H 2.43559 -1.23516 0.01032 0.22
H 3.01618 0.24007 -0.76576 0.21
H 2.46883 0.24553 0.93827 0.22
H -0.19819 0.29038 -2.44294 0.21
H 0.25556 -1.33189 -1.86216 0.22
H 1.49185 -0.24792 -2.53379 0.22
H -1.91495 0.50295 -0.67049 0.24
```

* total charge: 0
* HOMO-LUMO gap: 0.3597 Eh
* HOMO level: -9.8 eV
* SMILES: CC(C)(C)c1cc(Cl)c(Cl)nn1
* total energy: -36482.4588 eV
* relative energy (zero: lowest compared OMol25 entry of this formula, charge and spin): 4.5 kJ/mol

Entry 2:
# C23H33GdN2O12P2S2

A molecular structure, C23H33GdN2O12P2S2 in a non-equilibrium geometry (ωB97M-V with the def2-TZVPD basis set, the OMol25 dataset).

Structure (XYZ):
```
75
Properties=species:S:1:pos:R:3:lowdin_spin:R:1
Gd -0.08260 -0.20682 -0.28743 6.80
C 2.87996 2.08481 0.66203 0.00
C 3.09110 0.90733 1.61522 0.00
O 1.86568 0.49196 2.18834 0.00
C 1.49423 1.21950 3.35584 0.00
C -0.01633 1.45519 3.35222 0.00
O -0.32249 1.95261 2.06218 0.00
C -1.49463 2.73943 2.03632 0.00
C -1.76643 3.10878 0.55783 0.00
O -0.72482 2.63840 -0.27015 0.00
C 0.34586 3.55772 -0.38742 0.00
C 1.48943 2.82887 -1.09136 0.00
O 1.91827 1.71516 -0.31624 -0.01
H 3.83337 2.32865 0.17092 0.00
H 2.53385 2.96465 1.22483 0.00
H 3.82206 1.17271 2.38964 0.00
H 3.45929 0.04960 1.05017 0.00
H 2.00079 2.19148 3.36633 0.00
H 1.78845 0.65843 4.25475 0.00
H -0.26908 2.19721 4.12441 0.00
H -0.58104 0.53484 3.54680 0.00
H -1.33986 3.63697 2.65908 0.00
H -2.33756 2.17395 2.44910 0.00
H -1.89084 4.19287 0.43909 0.00
H -2.67156 2.60664 0.21746 0.00
H 0.66208 3.89933 0.60852 0.00
H 0.03084 4.42826 -0.98107 0.00
H 2.32775 3.50960 -1.29160 0.00
H 1.10519 2.41133 -2.02704 0.00
O -1.97973 -0.96761 3.25059 0.00
C -1.74723 -2.35182 3.39525 0.00
C -0.31081 -2.64638 3.85125 0.00
C 0.74906 -2.28806 2.79587 0.00
C 0.62823 -3.20224 1.61885 0.00
C 1.26264 -4.43969 1.59643 0.00
C 0.99694 -5.31799 0.56191 0.00
C 0.04134 -4.96135 -0.37505 0.00
C -0.52901 -3.69901 -0.29616 0.00
N -0.20885 -2.80933 0.64989 0.00
H -2.10055 -0.72376 2.31579 0.00
H -1.96170 -2.88715 2.46556 0.00
H -2.43104 -2.71458 4.17693 0.00
H -0.24158 -3.70703 4.10441 0.00
H -0.11387 -2.06313 4.75171 0.00
H 1.74243 -2.36050 3.24024 0.00
H 0.58352 -1.26112 2.45194 0.00
H 1.95969 -4.69697 2.37878 0.00
H 1.49189 -6.27584 0.51012 0.00
H -0.23841 -5.63396 -1.17152 0.00
H -1.28937 -3.38732 -0.99850 0.00
S 2.51198 -1.36402 -0.61339 0.18
C 1.81940 -2.01294 -2.02199 0.01
N 0.52606 -2.05060 -2.17012 0.01
C 0.15841 -2.62241 -3.35978 0.00
C -1.14519 -2.83308 -3.80353 0.00
C -1.34204 -3.42806 -5.03059 0.00
C -0.26840 -3.81130 -5.83111 0.00
C 1.03410 -3.62110 -5.40579 0.00
C 1.23676 -3.04425 -4.16451 0.00
S 2.74416 -2.71039 -3.34399 0.01
H -1.96749 -2.50804 -3.18982 0.00
H -2.34870 -3.59882 -5.38267 0.00
H -0.45619 -4.26394 -6.79311 0.00
H 1.87297 -3.90446 -6.02295 0.00
O -4.32824 -0.15044 -0.38096 0.00
P -2.75238 -0.11982 -0.63493 0.00
O -2.21328 -1.35945 -1.25909 0.00
O -2.06225 0.17298 0.68134 -0.01
O -2.57389 1.12855 -1.62475 0.00
P -1.44623 0.96202 -2.85947 0.00
O -1.36746 2.52309 -3.27644 0.00
O -2.01355 0.15519 -3.94187 0.00
O -0.12736 0.63124 -2.21812 0.01
H -4.78607 -0.52721 -1.13314 0.00
H -1.87255 2.61847 -4.08195 0.00
```

* total charge: 0
* HOMO-LUMO gap (alpha / beta): 0.2923 / 0.1789 Eh
* HOMO level (alpha / beta): -7.5 / -7.5 eV
* total energy: -113029.2823 eV
* relative energy (zero: lowest compared OMol25 entry of this formula, charge and spin): 0.0 kJ/mol
* multiplicity: 8

Entry 3:
# C4H9NO2

C4H9NO2 in the gas phase in a non-equilibrium geometry (ωB97M-V with the def2-TZVPD basis set, the OMol25 dataset).

Structure (XYZ):
```
16
Properties=species:S:1:pos:R:3:nbo_charge:R:1
N 0.25667 -0.03450 -1.79678 -0.84
C 0.27293 -0.02737 -0.34454 -0.09
C -0.34619 -1.29912 0.18729 -0.06
O 0.27386 -2.49809 -0.18432 -0.74
C -0.36472 1.21907 0.22369 -0.53
C 0.44606 1.91493 1.28387 0.46
O 1.24396 1.38056 1.99093 -0.52
H 0.67060 -0.81731 -2.28465 0.38
H -0.68601 -0.09445 -2.18971 0.35
H 1.31142 0.01998 0.00027 0.21
H -0.45856 -1.32856 1.28372 0.17
H -1.41505 -1.30363 -0.09972 0.14
H 0.34490 -3.15113 0.51817 0.48
H -1.37860 1.11443 0.63376 0.23
H -0.44597 1.90922 -0.62206 0.24
H 0.27470 2.99597 1.40008 0.11
```

* total charge: 0
* HOMO-LUMO gap: 0.3757 Eh
* HOMO level: -9.4 eV
* SMILES: N[C@H](CO)CC=O
* total energy: -9878.0417 eV
* relative energy (zero: lowest compared OMol25 entry of this formula, charge and spin): 194.8 kJ/mol

Entry 4:
# C52H42BeOP2S3

A molecular structure, C52H42BeOP2S3 (ωB97M-V with the def2-TZVPD basis set, the OMol25 dataset).

Structure (XYZ):
```
101
Properties=species:S:1:pos:R:3:lowdin_charge:R:1
Be -0.05514 -0.89059 -0.12079 -0.46
O 1.18447 1.21226 -2.31387 -0.47
S 0.13965 1.17425 -1.25587 0.92
C 0.73343 2.27803 0.03289 -0.30
C 0.00371 3.36714 0.43657 -0.04
C 0.54525 4.38092 1.26062 0.00
C 1.86332 4.29584 1.59697 -0.15
C 2.76775 5.25245 2.33816 -0.10
C 4.12926 4.51081 2.44619 -0.10
C 3.93370 3.23286 1.66289 -0.15
C 4.78747 2.21481 1.35833 0.00
C 4.26028 1.08045 0.69803 -0.07
C 2.94054 0.95132 0.32215 -0.26
P 2.33425 -0.70963 -0.18788 1.12
C 2.55712 -1.83681 1.28142 -0.45
C 2.32319 -3.29537 0.76670 -0.27
C 3.20081 -4.32572 1.40813 -0.05
C 4.18273 -4.01642 2.25458 -0.09
C 4.46398 -2.62558 2.63577 -0.09
C 3.73506 -1.61223 2.17075 -0.09
C 3.65367 -1.26161 -1.34321 -0.32
C 4.72875 -2.06299 -0.96392 -0.08
C 5.69490 -2.43543 -1.88993 -0.08
C 5.60294 -2.00927 -3.20646 -0.09
C 4.53414 -1.21278 -3.59433 -0.08
C 3.56462 -0.84517 -2.67347 -0.08
C 2.07509 2.07565 0.49427 -0.15
C 2.60032 3.15608 1.21437 -0.08
C -1.22569 2.15117 -1.90521 -0.30
C -0.77066 3.19711 -2.67177 -0.06
C -1.62650 4.15844 -3.24214 0.00
C -2.96407 4.04320 -3.00510 -0.15
C -4.12703 4.88670 -3.47136 -0.10
C -5.37885 4.21595 -2.84678 -0.10
C -4.84711 2.98397 -2.15239 -0.15
C -5.48946 1.96805 -1.50808 0.00
C -4.70606 0.92978 -0.96667 -0.07
C -3.32812 0.88922 -1.01962 -0.27
P -2.48743 -0.61912 -0.38153 1.06
C -3.24492 -0.87090 1.25302 -0.39
C -3.17970 -2.13740 1.83525 -0.12
C -3.60252 -2.32957 3.14020 -0.07
C -4.07704 -1.25863 3.88652 -0.09
C -4.13253 0.00472 3.31820 -0.08
C -3.72084 0.19793 2.00621 -0.10
C -3.24075 -1.87322 -1.47568 -0.37
C -4.39201 -2.59565 -1.18333 -0.09
C -4.88967 -3.51734 -2.09564 -0.08
C -4.24511 -3.72056 -3.30685 -0.09
C -3.09535 -3.00172 -3.60574 -0.08
C -2.59354 -2.08977 -2.69164 -0.11
C -2.62914 1.95163 -1.67345 -0.12
C -3.44198 2.95778 -2.24172 -0.08
H -1.01357 3.48629 0.08785 0.11
H -0.07192 5.22204 1.54982 0.12
H 2.86960 6.18080 1.77324 0.12
H 2.36229 5.51779 3.31475 0.12
H 4.95272 5.10452 2.04869 0.12
H 4.37317 4.28366 3.48537 0.12
H 5.83045 2.23189 1.65031 0.12
H 4.92940 0.24692 0.51551 0.10
H 2.38535 -3.41536 -0.31677 0.11
H 3.03428 -5.35760 1.11731 0.12
H 4.80940 -4.79635 2.67082 0.10
H 5.27521 -2.43770 3.32918 0.10
H 3.93053 -0.59985 2.50293 0.11
H 4.82282 -2.41022 0.05755 0.09
H 6.51937 -3.06279 -1.57508 0.10
H 6.35763 -2.30029 -3.92629 0.10
H 4.45007 -0.88096 -4.62155 0.10
H 2.73064 -0.22903 -2.98152 0.08
H 0.29709 3.27103 -2.83632 0.12
H -1.21441 4.95875 -3.84361 0.12
H -4.01528 5.92311 -3.15149 0.12
H -4.17870 4.89549 -4.56106 0.12
H -5.86274 4.87560 -2.12448 0.12
H -6.12774 3.96416 -3.59771 0.12
H -6.56892 1.93329 -1.42608 0.12
H -5.21999 0.10344 -0.48834 0.11
H -2.76554 -2.96241 1.26781 0.08
H -3.54859 -3.31691 3.58171 0.10
H -4.40009 -1.40858 4.90881 0.10
H -4.49329 0.84561 3.89699 0.10
H -3.76298 1.19056 1.57535 0.10
H -4.90349 -2.44725 -0.24020 0.10
H -5.78428 -4.07845 -1.85606 0.10
H -4.63169 -4.44449 -4.01259 0.10
H -2.57958 -3.16315 -4.54353 0.11
H -1.67971 -1.54989 -2.91816 0.10
C 1.31994 -2.18810 3.55185 -0.11
C 1.17757 -1.91701 2.05809 -0.74
S 0.12476 -0.44682 1.86525 0.71
C 0.82527 -3.21880 1.22287 -0.72
C 0.27604 -4.40298 2.00323 -0.11
S -0.28837 -2.91618 -0.20046 0.69
H 1.70495 -1.30533 4.06225 0.08
H 1.98859 -3.02462 3.75923 0.08
H 0.33535 -2.41205 3.96364 0.08
H 0.97333 -4.75124 2.76764 0.08
H 0.06827 -5.23058 1.32313 0.08
H -0.66234 -4.12501 2.48642 0.07
```

* total charge: 0
* HOMO-LUMO gap: 0.2622 Eh
* HOMO level: -7.2 eV
* total energy: -108140.0741 eV

Entry 5:
# H4O2

2 unconnected molecules or ions with the total composition H4O2 in a non-equilibrium geometry (ωB97M-V with the def2-TZVPD basis set, the OMol25 dataset).

Structure (XYZ):
```
6
Properties=species:S:1:pos:R:3:nbo_charge:R:1
O -1.64412 -0.30671 0.07183 -0.96
H -1.99251 0.59390 -0.27980 0.47
H -0.67976 -0.33166 -0.12146 0.49
O 1.24530 -0.28132 0.03354 -0.96
H 2.10934 -0.01079 -0.36335 0.49
H 0.96175 0.33659 0.65925 0.48
```

* total charge: 0
* HOMO-LUMO gap: 0.4321 Eh
* HOMO level: -11.1 eV
* SMILES: O.O
* total energy: -4159.6560 eV
* relative energy (zero: lowest compared OMol25 entry of this formula, charge and spin): 27.3 kJ/mol

Entry 6:
# C6H15N2

A gas-phase ion, C6H15N2 (charge +1) in a non-equilibrium geometry (ωB97M-V with the def2-TZVPD basis set, the OMol25 dataset).

Structure (XYZ):
```
23
Properties=species:S:1:pos:R:3:nbo_charge:R:1
C 1.26695 1.80397 -0.33921 -0.69
C 1.26454 0.32877 -0.07785 0.52
C 2.51399 -0.48533 0.17553 -0.73
N 0.01527 -0.33252 -0.05707 -0.14
C 0.02137 -1.81260 0.09436 -0.47
N -1.11940 0.42810 -0.17406 -0.27
C -2.17796 -0.08852 -1.06032 -0.41
C -1.70236 0.77016 1.06469 -0.45
H 2.31020 1.93072 -0.40810 0.23
H 0.82123 2.09020 -1.36962 0.29
H 0.95561 2.34822 0.50303 0.27
H 3.32726 0.25407 0.32037 0.27
H 2.91297 -1.19307 -0.62585 0.30
H 2.18972 -1.24608 1.04997 0.27
H 0.59018 -2.41864 -0.63077 0.24
H -0.95866 -2.24442 0.01253 0.25
H 0.53220 -2.13421 0.96698 0.23
H -1.71995 -0.20707 -1.98801 0.21
H -2.51258 -1.05984 -0.62138 0.19
H -2.90591 0.64525 -1.21198 0.24
H -2.49180 0.09826 1.30243 0.20
H -1.05847 0.70666 1.97036 0.22
H -2.07441 1.81790 1.10394 0.23
```

* total charge: +1
* HOMO-LUMO gap: 0.3313 Eh
* HOMO level: -13.5 eV
* SMILES: CC(C)=[N+](C)N(C)C
* total energy: -9436.2502 eV
* relative energy (zero: lowest compared OMol25 entry of this formula, charge and spin): 359.1 kJ/mol